--- w ---
This record from the OMol25 dataset describes a 2-piece molecular cluster, C3H11N2O overall. The level of theory is wB97M-V/def2-TZVPD.

The geometry in XYZ format:
```
17
C3H11N2O (wB97M-V/def2-TZVPD)
H 1.583 1.357 0.227
H 2.196 1.421 -2.059
C -0.162 -0.331 1.332
N 0.086 -0.044 -0.064
H -1.057 0.641 2.985
O -1.098 -1.945 -1.969
H -0.754 -2.819 -1.749
C 1.092 0.751 -0.521
H -0.973 -1.056 1.299
C -0.455 0.956 2.119
N 1.333 0.976 -1.880
H -2.039 -2.014 -2.206
H 0.799 0.527 -2.601
H 0.286 1.667 2.471
H -0.328 -0.718 -0.702
H -1.186 1.541 1.552
H 0.677 -0.908 1.765
```

Values from the calculation:
⟨S²⟩: 0.753
Spin multiplicity: 2
Orbital gap (alpha / beta) in eV: 4.6 / 8.8

***

--- x ---
This record from the OMol25 dataset describes a 3-piece molecular cluster, C3H11N2O overall. The level of theory is wB97M-V/def2-TZVPD.

The geometry in XYZ format:
```
17
C3H11N2O (wB97M-V/def2-TZVPD)
H 1.631 -0.062 0.683
H 1.206 -1.346 2.858
H -1.567 2.148 -3.033
H -0.056 0.803 -2.015
H -0.343 -0.342 3.123
C 0.682 -0.336 2.665
H -1.154 -0.103 -0.853
H 0.113 0.842 0.994
N -0.126 -1.203 0.493
C -0.295 -0.790 -0.869
O -1.431 1.449 -2.364
H 1.296 0.413 3.226
H -0.458 -1.568 -1.570
C 0.563 -0.132 1.124
N 0.657 0.139 -1.565
H -2.009 0.332 -0.738
H 1.291 -0.245 -2.158
```

Values from the calculation:
⟨S²⟩: 1.093
Spin multiplicity: 2
Orbital gap (alpha / beta) in eV: 8.4 / 6.0

***

Winner for stability: w

***

--- w ---
This record from the OMol25 dataset describes a 2-piece molecular cluster, C3H11N2O overall. The level of theory is wB97M-V/def2-TZVPD.

The geometry in XYZ format:
```
17
C3H11N2O (wB97M-V/def2-TZVPD)
H 0.055 -2.398 2.013
C 0.406 0.174 1.561
H -2.034 1.042 -0.570
H 0.412 2.008 -0.430
C 0.517 -1.003 0.591
H -0.611 0.652 1.411
N -0.038 1.548 -1.206
O 0.915 -0.850 -0.580
H -0.082 -2.974 0.378
N 0.013 -2.200 1.035
H 0.396 1.849 -2.094
H 0.177 0.537 -0.957
H 1.299 0.941 1.357
C -1.534 1.759 -1.263
H -1.685 2.782 -0.985
H -1.856 1.441 -2.246
H 0.442 -0.096 2.622
```

Values from the calculation:
⟨S²⟩: 0.750
Spin multiplicity: 2
Orbital gap (alpha / beta) in eV: 3.6 / 11.3

***

--- x ---
This record from the OMol25 dataset describes a 2-piece molecular cluster, C3H11N2O overall. The level of theory is wB97M-V/def2-TZVPD.

The geometry in XYZ format:
```
17
C3H11N2O (wB97M-V/def2-TZVPD)
C 1.403 -0.700 2.265
H -1.018 0.353 -0.853
C 0.029 0.653 -0.929
H 2.135 0.080 2.424
H 1.016 -1.044 3.224
H -0.558 -0.886 1.257
H -0.174 0.716 1.837
O -2.880 -0.620 -1.503
H 1.800 0.283 0.012
H 1.154 0.833 -2.693
H -3.838 -0.704 -1.498
H -2.478 -0.768 -2.375
C 0.260 -0.178 1.372
N 0.814 0.170 0.084
N 0.449 1.247 -2.103
H 1.711 -1.633 1.796
H 0.176 2.197 -2.315
```

Values from the calculation:
⟨S²⟩: 0.753
Spin multiplicity: 2
Orbital gap (alpha / beta) in eV: 6.0 / 9.6

***

Winner for stability: x

***

--- w ---
This record from the OMol25 dataset describes a 2-piece molecular cluster, C10H11N overall. The level of theory is wB97M-V/def2-TZVPD.

The geometry in XYZ format:
```
22
C10H11N (wB97M-V/def2-TZVPD)
C -1.827 1.658 0.270
H 1.115 0.381 2.464
C 0.556 0.540 0.426
H -3.351 -0.405 -1.984
H -3.101 -1.639 0.374
H 2.769 0.008 -2.135
H -1.954 1.129 2.369
H 0.217 0.364 -1.675
C 0.981 0.383 -0.921
C 2.707 -0.372 1.168
H 4.158 -0.762 -0.397
C 2.305 -0.083 -1.171
C -2.429 -0.736 -1.435
C -2.313 -1.518 -0.324
H -1.289 -1.688 -0.031
H -2.650 1.501 -0.422
N -1.475 1.715 1.676
H -1.619 -0.564 -2.138
C 3.177 -0.333 -0.104
C -0.681 1.125 0.668
H 3.334 -0.802 1.867
C 1.370 0.100 1.456
```

Values from the calculation:
SMILES string: C1=C(c2ccccc2)N1.C=C
Orbital gap (alpha / beta) in eV: 7.2 / 7.2

***

--- x ---
This record from the OMol25 dataset describes C10H11N as an isolated structure. The level of theory is wB97M-V/def2-TZVPD.

The geometry in XYZ format:
```
22
C10H11N (wB97M-V/def2-TZVPD)
H 2.012 -1.510 1.690
C 1.077 -1.058 1.245
C -1.199 -1.805 0.829
H -3.130 0.622 -0.036
H 3.142 0.651 1.720
N -1.114 1.211 -0.497
H -2.055 0.237 -2.893
H 0.185 -2.913 1.974
H -3.674 -0.502 -2.190
H -2.031 -2.573 1.146
C 1.723 1.201 0.376
H 1.151 1.998 -0.126
C 3.082 1.375 0.909
C -1.334 -0.835 -0.127
H -3.310 1.200 -2.300
H 3.114 2.336 1.521
C -2.303 0.274 -0.702
H 3.749 1.324 0.122
C -0.381 0.192 -0.187
C -2.807 0.246 -2.172
C 0.063 -1.928 1.439
C 0.855 0.150 0.486
```

Values from the calculation:
Orbital gap (alpha / beta) in eV: 7.3 / 7.3

***

Winner for stability: x

***

--- w ---
This record from the OMol25 dataset describes a 2-piece molecular cluster, CH7NO overall. The level of theory is wB97M-V/def2-TZVPD.

The geometry in XYZ format:
```
10
CH7NO (wB97M-V/def2-TZVPD)
H -0.717 0.805 2.207
H -0.056 1.970 1.096
H -0.540 0.350 0.472
H 1.716 -0.945 -2.066
C -0.737 1.152 1.187
H -0.511 -1.924 -1.115
H -1.759 1.516 1.066
O -0.188 -1.025 -1.222
N 1.201 -1.229 -1.189
H 1.589 -0.671 -0.437
```

Values from the calculation:
SMILES string: NO.C
Orbital gap in eV: 10.9

***

--- x ---
This record from the OMol25 dataset describes a 2-piece molecular cluster, CH7NO overall. The level of theory is wB97M-V/def2-TZVPD.

The geometry in XYZ format:
```
10
CH7NO (wB97M-V/def2-TZVPD)
C -0.785 -0.659 -0.663
H 0.502 -1.079 0.866
H 0.967 2.162 1.496
H -0.987 -1.702 -0.887
H 0.471 0.861 0.574
O 0.393 1.901 0.804
H 1.274 -0.736 -0.550
H -1.579 -0.186 -0.093
N 0.496 -0.473 0.045
H -0.753 -0.089 -1.591
```

Values from the calculation:
SMILES string: CN.O
Orbital gap in eV: 10.5

***

--- y ---
This record from the OMol25 dataset describes a 2-piece molecular cluster, CH7NO overall. The level of theory is wB97M-V/def2-TZVPD.

The geometry in XYZ format:
```
10
CH7NO (wB97M-V/def2-TZVPD)
O 4.020 -0.166 -0.060
H -1.049 -1.217 -0.764
H 4.419 0.828 -0.301
H -2.038 0.777 1.020
H -1.805 1.311 -0.678
H -0.901 -1.043 0.771
H -2.964 -0.301 -0.150
H 2.994 0.171 0.359
C -1.965 0.231 -0.108
N -0.711 -0.590 -0.090
```

Values from the calculation:
SMILES string: CN.O
Orbital gap in eV: 11.2

***

Winner for stability: x